An isolated molecule of C17H19N3O3, computed with wB97M-V/def2-TZVPD.

The geometry in XYZ format:
```
42
Properties=species:S:1:pos:R:3:forces:R:3
C 1.742862 -0.498316 2.459957 0.0 0.1 0.0
C 2.532881 -0.049541 1.266643 0.1 0.0 0.0
C 1.870332 0.375369 0.120875 -0.1 0.1 -0.2
C 2.588218 0.786257 -0.993142 0.3 0.0 0.2
C 3.982949 0.787866 -0.948198 -0.2 0.1 -0.2
C 4.638081 0.377521 0.192462 0.0 0.0 0.0
C 3.918551 -0.042089 1.299225 0.0 0.0 0.1
H 4.436499 -0.371686 2.188052 0.0 -0.1 0.1
H 5.717871 0.378305 0.219695 0.1 0.0 0.0
H 4.523958 1.110005 -1.823586 0.1 0.0 -0.1
O 2.050708 1.237759 -2.163966 0.1 -0.2 -0.1
C 0.664997 1.195573 -2.367154 0.0 0.0 0.2
C 0.103146 -0.221808 -2.518232 0.0 0.3 -0.3
O 0.679614 -1.224172 -2.161797 0.2 -0.1 0.1
N -1.108626 -0.230833 -3.126984 -0.2 0.0 -0.2
H -1.594350 0.650026 -3.221046 0.1 0.0 0.1
C -1.940592 -1.410210 -3.124779 -0.2 -0.1 0.1
H -2.299185 -1.613774 -4.138498 0.0 -0.1 0.1
C -3.144156 -1.221101 -2.187925 0.3 0.1 -0.3
N -2.741076 -0.984346 -0.825332 0.1 -0.2 0.1
C -2.395086 0.229390 -0.362623 -0.2 -0.3 -0.2
O -2.397933 1.250679 -1.032741 0.0 0.3 0.0
C -2.036801 0.222451 1.090122 0.2 0.3 0.5
N -2.111442 -0.944928 1.725194 -0.1 0.0 -0.3
C -1.835827 -0.972393 3.014715 0.1 0.0 0.4
C -1.475717 0.154407 3.742579 0.0 0.1 -0.1
C -1.388137 1.367495 3.078316 -0.1 -0.2 0.0
C -1.672226 1.405516 1.723331 -0.1 -0.1 -0.2
H -1.627851 2.318329 1.150239 0.0 0.1 -0.1
H -1.105602 2.267000 3.605623 0.0 0.1 0.0
H -1.265692 0.078405 4.797844 0.0 0.0 0.1
H -1.909007 -1.944043 3.485796 0.0 0.0 0.1
H -2.609054 -1.756792 -0.186945 -0.1 0.1 0.0
H -3.785089 -2.103358 -2.221739 0.0 0.1 0.0
H -3.714109 -0.346058 -2.518021 -0.1 -0.2 0.0
H -1.311688 -2.238862 -2.788861 -0.1 0.1 -0.1
H 0.112571 1.697712 -1.558827 0.0 0.0 -0.1
H 0.498638 1.750412 -3.294915 -0.1 -0.1 0.1
H 0.790610 0.352537 0.109325 -0.1 0.0 0.0
H 0.875413 -1.077623 2.150444 -0.1 0.0 0.0
H 1.387262 0.365848 3.022983 0.0 0.0 0.1
H 2.354084 -1.106933 3.121892 0.0 -0.1 0.1
```
Forces are in eV/Å.

Properties
HOMO energy	-8.05	eV
LUMO energy	0.14	eV
2S+1	1
SMILES	Cc1cccc(OCC(=O)NCCNC(=O)c2ccccn2)c1
frontier orbital gap	0.3010	Ha

***

C31H24N2O5Sn as an isolated structure, computed with wB97M-V/def2-TZVPD.

The geometry in XYZ format:
```
63
Properties=species:S:1:pos:R:3:forces:R:3
Sn -1.282874 0.276903 -0.468650 -0.3 0.2 -0.1
C -2.843471 -3.004444 -0.032860 0.1 0.1 0.0
O -2.176124 -1.960000 0.667692 -0.1 -0.1 -0.1
C -1.532785 -2.256492 1.835634 0.0 0.0 -0.1
C -1.504725 -3.529427 2.382721 0.0 -0.1 0.0
C -0.819909 -3.757388 3.567551 0.0 0.0 0.0
C -0.154618 -2.713986 4.189689 0.0 0.0 0.0
C -0.178393 -1.448023 3.627421 0.1 0.1 0.0
C -0.877002 -1.189202 2.454072 0.0 0.1 0.0
N -0.906833 0.117389 1.838376 0.1 -0.3 0.0
N -0.515567 1.014676 2.639218 0.1 -0.1 0.2
C -0.344324 2.318479 2.353480 0.0 0.4 0.0
C -0.660146 2.951403 1.120659 0.1 0.2 0.4
O -1.122468 2.347185 0.094190 0.1 -0.4 -0.3
C -0.497634 4.377459 1.021306 0.0 -0.1 -0.1
C 0.000473 5.103744 2.039055 0.1 0.0 0.2
C 0.375432 4.504608 3.287918 0.0 0.0 -0.1
C 0.930990 5.280770 4.320608 0.0 0.1 0.0
C 1.274342 4.711062 5.519379 0.0 0.0 0.0
C 1.051173 3.340483 5.712219 0.0 0.0 0.0
C 0.519726 2.564468 4.708767 0.0 0.0 0.0
C 0.180890 3.123529 3.462769 -0.1 -0.2 -0.1
H -3.626942 -3.446036 0.583052 0.0 0.0 0.0
H -2.140592 -3.777791 -0.347874 0.0 0.0 0.0
H -3.290543 -2.541561 -0.908667 0.0 0.0 0.0
H -2.007786 -4.351335 1.892069 0.0 0.1 0.0
H -0.795191 -4.756187 3.984536 0.0 0.0 0.0
H 0.396937 -2.885842 5.105188 0.0 0.0 0.0
H 0.365664 -0.634173 4.084666 0.0 0.0 0.0
H -0.780572 4.831586 0.079917 0.0 0.0 0.0
H 0.123658 6.176496 1.928262 0.0 0.0 0.0
H 1.086937 6.341089 4.150294 0.0 0.0 0.0
H 1.709097 5.310361 6.309575 0.0 0.0 0.0
H 1.298045 2.885865 6.664265 0.0 0.0 0.0
H 0.353400 1.509659 4.870559 0.0 0.0 0.0
O -0.265208 -0.207120 -2.923986 0.1 0.0 0.0
C 1.129746 -0.554760 -2.922266 0.0 0.0 -0.1
C 1.638838 -0.407313 -1.471065 0.3 -0.1 0.1
O 2.826846 -0.568428 -1.292078 -0.2 0.0 0.1
O 0.770409 -0.161199 -0.531354 -0.1 0.1 0.1
C 1.853712 0.390063 -3.876417 -0.1 0.0 0.0
C 1.655792 0.222998 -5.246996 0.0 0.0 0.0
C 2.189387 1.122891 -6.159347 0.0 0.0 0.0
C 2.930346 2.206787 -5.709387 0.0 0.0 0.0
C 3.127896 2.383254 -4.347342 0.0 0.0 0.0
C 2.592595 1.482810 -3.434506 0.0 0.0 0.0
C 1.293077 -2.036570 -3.269394 -0.1 0.0 0.0
C 0.329369 -2.941954 -2.830836 0.0 0.0 0.0
C 0.473294 -4.301356 -3.069966 0.1 0.0 0.0
C 1.589415 -4.772691 -3.748861 0.0 0.0 0.0
C 2.560908 -3.876971 -4.172781 0.0 0.0 0.0
C 2.416592 -2.516705 -3.930721 0.1 0.0 0.0
H -0.526233 -0.018093 -3.831682 0.0 0.0 0.0
H 1.088084 -0.629043 -5.607531 0.0 0.0 0.0
H 2.030687 0.971201 -7.220365 0.0 0.0 0.0
H 3.351925 2.908874 -6.418278 0.0 0.0 0.0
H 3.704240 3.227614 -3.987891 0.0 0.0 0.0
H 2.761687 1.627134 -2.375856 0.0 0.0 0.0
H -0.537279 -2.572654 -2.297159 0.0 0.0 0.0
H -0.282713 -4.994912 -2.722076 0.0 0.0 0.0
H 1.704771 -5.833130 -3.939673 0.0 0.0 0.0
H 3.440579 -4.238307 -4.691782 0.0 0.0 0.0
H 3.192372 -1.827950 -4.241959 0.0 0.0 0.0
```
Forces are in eV/Å.

Properties
HOMO energy	-7.81	eV
LUMO energy	-0.74	eV
2S+1	1
frontier orbital gap	0.2598	Ha

***

An isolated molecule of C3H8N2O at a distorted geometry, computed with wB97M-V/def2-TZVPD.

The geometry in XYZ format:
```
14
Properties=species:S:1:pos:R:3:forces:R:3
C -0.360936 -0.219335 -0.395907 1.0 -0.8 0.3
C -1.286547 0.254820 0.700466 0.9 0.0 -1.1
C -0.063493 -1.513294 -0.470869 -0.9 0.6 0.5
N 0.583327 0.671495 -0.999396 -1.7 1.1 0.4
N 1.670575 0.720224 0.183075 -2.8 0.7 -0.8
O 1.965287 -0.437936 0.476099 2.5 -2.9 2.1
H -1.726473 -0.713951 1.008370 -0.5 1.1 0.1
H -1.952702 0.931577 0.073685 0.2 -0.3 2.1
H -0.648649 0.630027 1.596927 -1.5 0.0 -1.5
H 0.723255 -1.838160 -1.065085 1.1 -0.7 -1.1
H -0.487464 -2.222321 0.202487 -0.6 -0.5 0.1
H 1.043960 0.089259 -1.683482 0.6 0.1 -0.2
H 2.389024 1.266108 -0.215986 1.1 1.3 -0.6
H 1.097575 1.230936 0.891259 0.6 0.3 -0.3
```
Forces are in eV/Å.

Properties
HOMO energy	-8.71	eV
LUMO energy	0.89	eV
2S+1	1
SMILES	C=C(C)N[NH2+][O-]
frontier orbital gap	0.3529	Ha

***

An isolated ion of composition C4H8NS2 and charge +1 at a distorted geometry, computed with wB97M-V/def2-TZVPD.

The geometry in XYZ format:
```
15
Properties=species:S:1:pos:R:3:forces:R:3
C -0.145895 0.689269 -1.129623 0.4 -0.2 0.6
C -1.291221 1.168780 -0.717031 -1.9 0.0 0.8
C -0.219209 -1.201622 0.414034 -0.8 2.5 2.7
C 1.385796 0.555153 0.759545 -3.0 3.5 -0.8
N 0.627801 -0.247424 -0.204258 1.7 0.0 -4.1
S -2.175514 0.646793 0.660564 1.3 -1.0 -0.2
S -0.806649 -2.434427 -0.501631 -1.3 -1.7 0.1
H 0.390455 1.096077 -1.925975 1.0 0.2 -1.1
H -1.817748 1.934360 -1.285175 0.4 0.0 -0.2
H -0.114139 -1.006323 1.498837 -0.6 -1.4 -0.6
H 2.157306 1.123802 0.285441 0.3 0.3 -0.6
H 0.532865 1.270939 1.067841 1.9 -0.9 0.4
H 1.786493 0.010601 1.515822 1.0 -1.8 2.3
H 1.327800 -0.647254 -0.928252 -1.3 0.0 1.5
H -1.638137 -2.958720 0.489860 0.8 0.4 -0.8
```
Forces are in eV/Å.

Properties
HOMO energy (spin up / spin down)	-12.85 / -12.69	eV
LUMO energy (spin up / spin down)	-5.45 / -5.84	eV
2S+1	1
total charge	+1
frontier orbital gap (spin up / spin down)	0.2719 / 0.2518	Ha

***

Total energy per entry: -28551.2614 -51586.2469 -8263.2871 -27427.6091 eV
Energy relative to the best compared isomer or geometry (same formula, charge and spin) per entry: 0.233 0.353 6.039 3.420 eV